[1]
ORCA calculation (ωB97M-V/def2-TZVPD) on a 14-piece molecular cluster, C4H38N2O14 overall in a non-equilibrium geometry.

Calculated values
* energy relative to the best compared isomer or geometry (same formula, charge and spin): 97.1 kcal per mole
* HOMO level: -0.3377 Eh
* HOMO-LUMO gap: 8.958 eV
* max |F|: 0.1165 Eh/bohr

Each line ends with the natural charge from an NBO analysis.
Geometry (Å):
N (-1.25, 2.77, -1.42)  -0.878
C (-0.42, 2.45, -0.22)  -0.056
C (0.67, 3.59, -0.04)  0.099
C (1.35, 3.83, 1.25)  -0.658
O (1.57, 3.39, -1.18)  -0.754
C (0.17, 1.02, -0.29)  -0.242
N (-0.86, 0.02, 0.02)  -0.874
H (-1.79, 2.00, -1.80)  0.389
H (-0.71, 3.16, -2.22)  0.367
H (-1.01, 2.46, 0.73)  0.171
H (0.03, 4.57, -0.40)  0.190
H (2.35, 4.28, 1.17)  0.247
H (0.69, 4.32, 1.97)  0.225
H (1.73, 2.84, 1.72)  0.200
H (2.03, 2.46, -1.08)  0.481
H (1.01, 1.07, 0.45)  0.202
H (0.47, 0.93, -1.32)  0.164
H (-1.66, 0.42, 0.39)  0.358
H (-0.53, -0.63, 0.69)  0.388
H (0.44, 2.06, -3.94)  0.464
H (0.32, 1.48, -2.65)  0.459
O (0.57, 1.25, -3.56)  -0.935
H (-3.29, -0.23, 0.82)  0.498
H (-3.85, 0.21, 2.24)  0.490
O (-3.10, -0.13, 1.73)  -1.012
H (3.59, -2.37, 1.18)  0.478
H (2.20, -3.14, 1.49)  0.489
O (3.15, -3.26, 1.27)  -0.971
H (-2.17, -1.93, 3.24)  0.487
H (-1.15, -0.87, 3.53)  0.505
O (-1.22, -1.86, 3.41)  -1.016
H (-1.77, 0.84, 2.77)  0.509
H (-1.63, 1.52, 4.16)  0.495
O (-1.26, 0.80, 3.61)  -0.980
H (0.66, -4.13, 0.30)  0.484
H (1.88, -4.33, -0.69)  0.495
O (0.92, -3.90, -0.60)  -0.986
H (-3.48, 0.10, -1.26)  0.498
H (-3.98, -1.14, -0.68)  0.464
O (-4.12, -0.17, -0.65)  -0.944
H (0.45, -2.45, 2.33)  0.454
H (0.56, -1.08, 2.96)  0.490
O (0.98, -1.73, 2.33)  -0.946
H (-2.33, -0.68, -3.04)  0.489
H (-1.54, -0.24, -1.82)  0.516
O (-2.18, 0.09, -2.49)  -1.001
H (-0.40, -2.39, -1.96)  0.503
H (0.62, -1.79, -3.16)  0.498
O (-0.15, -1.63, -2.55)  -0.998
H (2.07, -0.38, -2.91)  0.492
H (2.76, -1.74, -2.66)  0.476
O (2.80, -0.89, -3.25)  -0.943
H (-1.25, -3.91, 1.44)  0.466
H (-0.58, -3.55, 2.68)  0.480
O (-0.60, -4.31, 2.05)  -0.944
H (3.71, 0.10, -2.02)  0.486
H (4.58, 0.17, -0.81)  0.463
O (3.91, 0.66, -1.27)  -0.970

***

[2]
ORCA calculation (ωB97M-V/def2-TZVPD) on C8H6O4 in the gas phase in a non-equilibrium geometry.

Calculated values
* energy relative to the best compared isomer or geometry (same formula, charge and spin): 33.7 kcal per mole
* HOMO level: -0.3688 Eh
* SMILES: O=C(O)c1ccccc1C(=O)O
* HOMO-LUMO gap: 9.251 eV
* max |F|: 0.0947 Eh/bohr

Each line ends with the natural charge from an NBO analysis.
Geometry (Å):
O (1.61, 2.71, 0.57)  -0.572
C (0.59, 2.13, 0.21)  0.765
O (-0.54, 2.93, -0.08)  -0.698
C (0.61, 0.65, -0.17)  -0.130
C (1.89, 0.19, -0.31)  -0.182
C (2.17, -1.21, -0.11)  -0.161
C (1.03, -2.01, 0.04)  -0.228
C (-0.24, -1.53, 0.19)  -0.163
C (-0.59, -0.19, 0.07)  -0.157
C (-2.08, 0.22, 0.05)  0.799
O (-2.58, 1.27, -0.49)  -0.610
O (-2.77, -0.85, 0.41)  -0.669
H (-1.26, 2.30, -0.48)  0.502
H (2.66, 1.04, -0.39)  0.274
H (3.27, -1.63, -0.25)  0.242
H (1.13, -3.12, 0.13)  0.226
H (-1.11, -2.25, 0.03)  0.236
H (-3.80, -0.66, 0.59)  0.527

***

[3]
ORCA calculation (ωB97M-V/def2-TZVPD) on C18H19NO6 in the gas phase in a non-equilibrium geometry.

Calculated values
* energy relative to the best compared isomer or geometry (same formula, charge and spin): 382.7 kcal per mole
* HOMO level: -0.2867 Eh
* SMILES: COC(=O)c1ccc(C(=O)OC)c(NC(=O)CCc2ccc(C)o2)c1
* HOMO-LUMO gap: 7.105 eV
* max |F|: 0.3543 Eh/bohr

Each line ends with the natural charge from an NBO analysis.
Geometry (Å):
C (-5.30, -2.78, 0.25)  -0.228
O (-4.23, -2.08, -0.18)  -0.509
C (-4.44, -0.77, 0.56)  0.788
O (-5.44, -0.45, 1.29)  -0.559
C (-3.22, 0.20, 0.13)  -0.176
C (-3.19, 1.30, 0.65)  -0.175
C (-2.23, 2.40, 0.44)  -0.095
C (-1.07, 2.06, -0.16)  -0.185
C (0.05, 2.75, -0.26)  0.735
O (1.17, 2.36, -0.96)  -0.725
O (-0.09, 3.91, 0.28)  -0.516
C (1.11, 5.01, -0.02)  -0.247
C (-0.96, 0.50, -0.70)  0.274
N (0.09, 0.23, -1.36)  -0.601
C (0.29, -1.06, -1.79)  0.723
O (-0.42, -1.87, -2.21)  -0.542
C (1.80, -1.16, -2.63)  -0.477
C (2.78, -0.70, -1.63)  -0.429
C (2.89, -1.31, -0.31)  0.272
C (2.24, -2.26, 0.08)  -0.361
C (2.59, -2.46, 1.37)  -0.275
C (3.48, -1.34, 1.74)  0.225
C (4.14, -0.99, 2.94)  -0.576
O (3.57, -0.79, 0.56)  -0.363
C (-2.16, -0.26, -0.56)  -0.249
H (-4.92, -3.72, -0.33)  0.185
H (-5.36, -2.85, 1.20)  0.173
H (-6.20, -2.40, -0.30)  0.176
H (-4.05, 1.90, 1.35)  0.227
H (-2.14, 3.29, 0.81)  0.216
H (1.90, 4.55, 0.57)  0.224
H (1.11, 5.12, -1.10)  0.231
H (0.58, 5.89, 0.74)  0.217
H (0.72, 0.79, -1.47)  0.423
H (1.69, -0.78, -3.55)  0.224
H (1.93, -2.06, -2.92)  0.206
H (3.89, -0.97, -2.08)  0.211
H (2.68, 0.50, -1.40)  0.237
H (1.46, -2.91, -0.28)  0.239
H (2.29, -3.13, 2.23)  0.216
H (3.91, 0.29, 3.24)  0.178
H (3.98, -1.59, 3.59)  0.193
H (5.25, -0.90, 3.02)  0.223
H (-2.15, -1.43, -0.83)  0.274

***

[4]
ORCA calculation (ωB97M-V/def2-TZVPD) on C8H15N3O4 in the gas phase in a non-equilibrium geometry.

Calculated values
* energy relative to the best compared isomer or geometry (same formula, charge and spin): 55.4 kcal per mole
* HOMO level: -0.3401 Eh
* SMILES: CNC(=O)[C@@H](CO)NC(=O)CNC(C)=O
* HOMO-LUMO gap: 9.733 eV
* max |F|: 0.1318 Eh/bohr

Each line ends with the natural charge from an NBO analysis.
Geometry (Å):
C (-0.55, -3.00, 0.30)  -0.394
N (-0.08, -1.67, 0.37)  -0.596
C (1.05, -1.39, 1.03)  0.671
O (1.73, -2.29, 1.47)  -0.644
C (1.64, 0.04, 1.19)  -0.149
C (2.94, 0.07, 0.37)  -0.074
O (2.55, -0.08, -0.99)  -0.725
N (0.79, 1.13, 0.69)  -0.653
C (-0.18, 1.62, 1.47)  0.680
O (-0.25, 1.38, 2.61)  -0.600
C (-1.36, 2.40, 0.75)  -0.302
N (-1.99, 1.64, -0.35)  -0.594
C (-1.47, 1.37, -1.51)  0.665
C (-2.05, 0.23, -2.38)  -0.689
O (-0.33, 1.69, -1.78)  -0.651
H (-1.31, -3.07, -0.28)  0.188
H (-0.98, -3.28, 1.25)  0.200
H (0.21, -3.61, -0.10)  0.207
H (-0.44, -0.99, -0.17)  0.392
H (1.87, 0.19, 2.26)  0.251
H (3.57, -0.78, 0.71)  0.196
H (3.46, 0.96, 0.60)  0.177
H (3.07, -0.91, -1.21)  0.485
H (0.95, 1.42, -0.26)  0.448
H (-1.01, 3.32, 0.32)  0.221
H (-2.16, 2.56, 1.41)  0.222
H (-2.95, 1.33, -0.14)  0.399
H (-2.08, -0.80, -1.92)  0.218
H (-1.52, 0.08, -3.24)  0.241
H (-3.12, 0.45, -2.46)  0.212

***

[5]
ORCA calculation (ωB97M-V/def2-TZVPD) on C4H7NO in the gas phase in a non-equilibrium geometry.

Calculated values
* energy relative to the best compared isomer or geometry (same formula, charge and spin): 143.7 kcal per mole
* HOMO level (alpha / beta): -0.2635 / -0.3069 Eh
* HOMO-LUMO gap (alpha / beta): 7.709 / 9.095 eV
* max |F|: 0.0533 Eh/bohr

Each line ends with the natural charge from an NBO analysis.
Geometry (Å):
C (0.58, 0.27, -0.63)  -0.354
C (-0.48, 0.43, 0.12)  0.220
C (1.53, -0.93, -0.39)  -0.264
C (-1.66, 1.13, 0.55)  -0.737
N (1.00, -1.92, 0.56)  -0.210
O (0.25, -1.36, 1.50)  -0.388
H (0.77, 0.87, -1.53)  0.222
H (1.56, -1.36, -1.41)  0.207
H (2.57, -0.58, -0.06)  0.211
H (-2.54, 0.60, 0.16)  0.248
H (-1.48, 2.22, 0.48)  0.236
H (-1.56, 0.95, 1.64)  0.255
H (0.65, -2.83, 0.34)  0.353

***

[6]
ORCA calculation (ωB97M-V/def2-TZVPD) on C42H62BrN9OPSi2Y as an isolated structure.

Calculated values
* energy relative to the best compared isomer or geometry (same formula, charge and spin): 2.1 kcal per mole
* HOMO level: -0.1843 Eh
* HOMO-LUMO gap: 4.887 eV
* max |F|: 0.0111 Eh/bohr

Each line ends with the Mulliken charge.
Geometry (Å):
Y (-0.35, 0.17, -0.13)  1.324
C (2.63, -5.09, 1.48)  -0.911
N (1.69, -4.19, 0.84)  0.254
C (0.77, -4.56, -0.10)  -1.506
C (0.11, -3.42, -0.44)  -1.096
N (0.59, -2.36, 0.27)  1.188
C (1.55, -2.85, 1.04)  -1.002
P (2.74, -2.00, 2.11)  -0.575
C (1.62, -1.32, 3.36)  -0.252
N (0.31, -1.48, 3.39)  -0.079
C (-0.10, -1.00, 4.60)  -0.995
C (0.98, -0.54, 5.31)  -0.119
N (2.07, -0.75, 4.51)  0.540
C (3.45, -0.46, 4.85)  -1.110
C (3.18, -0.64, 0.99)  -0.453
N (2.40, -0.09, 0.07)  1.024
C (3.22, 0.61, -0.76)  -0.151
C (4.51, 0.50, -0.34)  -1.719
N (4.49, -0.30, 0.77)  0.340
C (5.64, -0.63, 1.58)  -0.859
H (2.42, -6.10, 1.14)  0.335
H (2.53, -5.05, 2.56)  0.351
H (3.66, -4.84, 1.20)  0.320
H (0.68, -5.57, -0.45)  0.493
H (-0.67, -3.30, -1.18)  0.981
H (-1.13, -1.01, 4.89)  0.295
H (1.06, -0.09, 6.28)  0.468
H (3.47, 0.22, 5.70)  0.407
H (3.95, 0.02, 4.02)  0.418
H (3.99, -1.38, 5.12)  0.311
H (2.85, 1.13, -1.63)  0.157
H (5.43, 0.90, -0.73)  0.571
H (6.52, -0.69, 0.94)  0.363
H (5.49, -1.60, 2.06)  0.310
H (5.81, 0.13, 2.34)  0.280
O (-1.23, 2.54, 0.26)  -0.043
C (-2.33, 3.23, -0.29)  -1.565
C (-2.95, 2.36, -1.35)  0.397
C (-3.94, 2.87, -2.18)  -1.315
C (-4.43, 2.08, -3.19)  -0.900
C (-3.90, 0.80, -3.36)  -1.402
C (-2.93, 0.38, -2.47)  -0.136
N (-2.47, 1.13, -1.47)  2.398
H (-0.83, 3.06, 0.97)  0.001
H (-2.00, 4.17, -0.76)  0.617
H (-3.06, 3.46, 0.48)  0.567
H (-4.30, 3.89, -2.03)  0.539
H (-5.20, 2.45, -3.86)  0.439
H (-4.23, 0.15, -4.15)  0.551
H (-2.48, -0.59, -2.58)  -0.232
C (0.39, 3.36, -4.98)  -1.729
C (1.00, 3.12, -3.59)  0.541
C (-0.07, 3.34, -2.55)  -1.337
C (1.71, 1.77, -3.60)  0.562
C (2.93, 1.78, -4.27)  -0.355
C (3.64, 0.63, -4.58)  -1.801
C (3.03, -0.59, -4.28)  -0.337
C (1.82, -0.66, -3.61)  0.628
C (1.17, -1.99, -3.32)  3.516
C (2.00, -3.22, -3.68)  -2.233
C (-0.20, -2.07, -4.01)  -1.353
C (1.20, 0.53, -3.05)  -0.575
N (0.30, 0.45, -2.07)  0.897
H (-0.08, 4.34, -5.04)  0.440
H (-0.38, 2.60, -5.17)  0.277
H (1.14, 3.28, -5.77)  0.451
H (1.78, 3.89, -3.45)  0.648
H (-0.88, 2.63, -2.69)  0.292
H (-0.47, 4.36, -2.64)  0.342
H (0.30, 3.20, -1.53)  0.038
H (3.33, 2.74, -4.59)  0.423
H (4.60, 0.67, -5.09)  0.345
H (3.51, -1.51, -4.60)  0.384
H (1.01, -2.00, -2.24)  -1.881
H (2.27, -3.23, -4.74)  0.497
H (1.42, -4.13, -3.48)  0.389
H (2.92, -3.28, -3.10)  0.399
H (-0.07, -2.09, -5.09)  0.400
H (-0.80, -1.20, -3.75)  0.002
H (-0.74, -2.98, -3.72)  0.394
C (-4.24, -3.00, 2.02)  -1.304
Si (-3.65, -1.75, 0.72)  0.023
C (-5.23, -0.96, 0.04)  -1.019
C (-3.08, -2.91, -0.65)  -0.784
C (-2.39, -0.54, 1.34)  0.962
Si (-3.18, 0.61, 2.53)  0.422
C (-4.57, 1.67, 1.79)  -1.529
C (-4.00, -0.20, 4.04)  -1.423
C (-2.04, 1.86, 3.40)  -0.757
H (-4.67, -3.88, 1.53)  0.365
H (-4.99, -2.59, 2.69)  0.346
H (-3.40, -3.35, 2.64)  0.284
H (-5.86, -1.76, -0.35)  0.452
H (-5.05, -0.25, -0.77)  0.178
H (-5.81, -0.45, 0.81)  0.352
H (-3.95, -3.44, -1.06)  0.561
H (-2.42, -3.67, -0.23)  0.431
H (-2.56, -2.43, -1.49)  -0.283
H (-1.73, -1.18, 1.96)  -0.489
H (-5.54, 1.30, 2.13)  0.588
H (-4.59, 1.67, 0.70)  0.362
H (-4.50, 2.71, 2.14)  0.502
H (-4.95, -0.67, 3.78)  0.363
H (-4.21, 0.56, 4.80)  0.380
H (-3.38, -0.97, 4.50)  0.294
H (-1.36, 2.40, 2.74)  -0.114
H (-1.44, 1.38, 4.18)  0.253
H (-2.67, 2.60, 3.91)  0.579
Br (4.84, 3.86, 3.47)  -0.149
C (3.29, 3.12, 2.70)  -0.535
C (2.95, 3.40, 1.39)  -1.013
C (1.83, 2.78, 0.87)  0.485
N (1.06, 1.94, 1.56)  0.990
C (1.38, 1.71, 2.84)  -0.406
C (2.48, 2.28, 3.45)  -1.124
H (3.56, 4.06, 0.78)  0.581
H (1.55, 2.95, -0.17)  -0.584
H (0.73, 1.04, 3.39)  0.831
H (2.71, 2.06, 4.49)  0.852